Entry 1:
A cluster of 8 separate species, C46H103N7O8 in total, computed with the ωB97M-V functional and the def2-TZVPD basis.

Geometry as XYZ:
```
164
Properties=species:S:1:pos:R:3:lowdin_charge:R:1
C 8.63 -1.11 6.48 -0.01
C 7.94 -2.07 5.39 -0.48
C 7.11 -3.20 6.04 -0.04
C 6.91 -1.23 4.65 -0.15
C 6.48 -1.96 3.33 -0.16
C 7.73 -2.32 2.46 -0.12
C 8.84 -3.17 3.16 -0.48
C 8.44 -4.63 3.26 -0.05
C 10.11 -3.17 2.28 -0.04
N 9.02 -2.60 4.53 -0.12
O 9.98 -3.32 5.23 -0.01
H 9.51 -0.57 6.14 0.08
H 7.85 -0.40 6.75 0.07
H 8.80 -1.62 7.43 0.07
H 7.84 -3.89 6.48 0.08
H 6.36 -2.95 6.79 0.09
H 6.59 -3.82 5.30 0.05
H 6.00 -1.01 5.22 0.12
H 7.35 -0.27 4.38 0.11
H 5.94 -2.87 3.59 0.09
H 5.73 -1.44 2.73 0.10
H 8.10 -1.40 2.01 0.11
H 7.30 -2.86 1.62 0.11
H 8.15 -5.11 2.33 0.09
H 7.59 -4.76 3.93 0.06
H 9.25 -5.24 3.65 0.09
H 10.07 -3.78 1.38 0.08
H 11.08 -3.41 2.72 0.08
H 10.31 -2.18 1.86 0.07
H 10.69 -2.68 5.23 0.10
C -4.16 5.18 5.54 -0.03
C -2.77 5.37 6.19 -0.54
C -1.64 4.92 5.19 -0.01
C -2.73 6.87 6.43 -0.15
C -1.70 7.40 7.43 -0.18
C -1.45 6.57 8.64 -0.15
C -1.69 5.00 8.50 -0.40
C -0.27 4.43 8.14 -0.04
C -2.22 4.57 9.89 -0.03
N -2.73 4.67 7.43 -0.12
O -2.96 3.31 7.34 0.00
H -4.84 5.29 6.39 0.09
H -4.42 5.74 4.64 0.09
H -4.24 4.14 5.21 0.07
H -0.62 5.08 5.54 0.06
H -1.71 3.84 5.14 0.07
H -1.61 5.33 4.18 0.08
H -2.62 7.42 5.50 0.13
H -3.71 7.02 6.88 0.11
H -0.80 7.60 6.84 0.11
H -2.12 8.34 7.79 0.11
H -1.96 6.94 9.53 0.10
H -0.47 6.84 9.05 0.11
H 0.32 4.82 7.31 0.07
H -0.37 3.34 8.13 0.07
H 0.40 4.54 9.00 0.08
H -1.81 3.59 10.13 0.07
H -3.31 4.62 9.94 0.09
H -1.75 5.15 10.68 0.08
H -2.33 2.98 6.70 0.07
C 5.05 -2.65 -7.00 -0.03
C 3.85 -3.58 -7.18 -0.51
C 3.00 -3.43 -5.89 -0.05
C 2.96 -3.06 -8.33 -0.13
C 3.50 -3.37 -9.77 -0.17
C 3.91 -4.82 -9.93 -0.15
C 4.68 -5.45 -8.75 -0.55
C 4.30 -6.84 -9.01 -0.08
C 6.17 -5.35 -8.98 -0.03
N 4.15 -4.99 -7.47 -0.10
O 4.75 -5.67 -6.43 0.00
H 4.75 -1.78 -6.41 0.08
H 5.74 -3.27 -6.43 0.09
H 5.46 -2.32 -7.95 0.07
H 3.56 -3.76 -5.02 0.08
H 2.51 -2.47 -5.76 0.09
H 2.14 -4.10 -5.83 0.08
H 2.09 -3.72 -8.29 0.11
H 2.65 -2.02 -8.25 0.12
H 2.72 -3.18 -10.51 0.11
H 4.34 -2.69 -9.93 0.10
H 4.54 -4.92 -10.81 0.12
H 2.94 -5.33 -9.97 0.12
H 4.40 -7.24 -10.02 0.10
H 3.29 -7.07 -8.66 0.10
H 4.97 -7.42 -8.38 0.08
H 6.78 -5.84 -8.22 0.09
H 6.51 -4.33 -8.80 0.07
H 6.50 -5.57 -9.99 0.09
H 4.06 -6.16 -5.98 0.11
C -4.33 -4.13 -0.22 -0.05
C -4.04 -3.93 1.27 -0.46
C -2.88 -2.93 1.43 -0.03
C -5.33 -3.29 1.90 -0.15
C -5.44 -3.29 3.40 -0.20
C -5.26 -4.71 3.93 -0.14
C -3.93 -5.35 3.43 -0.47
C -2.72 -4.63 4.11 -0.02
C -4.09 -6.78 3.82 -0.06
N -3.76 -5.28 1.91 -0.15
O -2.60 -5.83 1.57 -0.01
H -4.77 -3.21 -0.62 0.08
H -5.15 -4.85 -0.26 0.08
H -3.56 -4.37 -0.96 0.08
H -3.24 -2.19 2.15 0.07
H -2.56 -2.53 0.47 0.08
H -2.09 -3.37 2.03 0.06
H -5.41 -2.25 1.56 0.12
H -6.15 -3.90 1.53 0.12
H -6.39 -2.88 3.74 0.11
H -4.63 -2.66 3.78 0.10
H -6.11 -5.31 3.60 0.12
H -5.33 -4.69 5.02 0.12
H -1.78 -5.05 3.75 0.08
H -2.64 -3.57 3.86 0.05
H -2.80 -4.60 5.20 0.09
H -3.13 -7.28 3.68 0.08
H -4.46 -7.00 4.82 0.09
H -4.62 -7.35 3.06 0.09
H -2.87 -6.68 1.21 0.12
C -6.16 3.34 -4.41 -0.02
C -7.10 4.58 -4.53 -0.48
C -6.21 5.81 -4.17 -0.04
C -7.49 4.88 -5.93 -0.19
C -8.30 3.75 -6.56 -0.16
C -9.60 3.75 -5.71 -0.14
C -9.40 3.45 -4.22 -0.45
C -10.71 3.86 -3.47 -0.03
C -9.20 1.87 -4.16 -0.03
N -8.34 4.38 -3.72 -0.17
O -8.13 4.27 -2.43 0.01
H -6.65 2.40 -4.17 0.06
H -5.52 3.19 -5.27 0.09
H -5.57 3.39 -3.49 0.08
H -6.75 6.70 -4.48 0.07
H -6.03 5.96 -3.10 0.08
H -5.31 5.90 -4.77 0.09
H -8.05 5.80 -6.07 0.13
H -6.56 4.86 -6.49 0.12
H -8.40 3.79 -7.64 0.11
H -7.63 2.90 -6.58 0.10
H -10.34 3.06 -6.12 0.12
H -10.05 4.74 -5.81 0.11
H -10.68 3.80 -2.38 0.07
H -11.49 3.11 -3.61 0.08
H -11.02 4.87 -3.74 0.08
H -8.80 1.62 -3.18 0.07
H -8.42 1.49 -4.81 0.06
H -10.12 1.28 -4.21 0.08
H -8.58 5.10 -2.24 0.12
N 5.78 6.39 -1.76 0.15
C 6.86 5.57 -1.80 -0.78
N 6.64 4.33 -1.53 0.16
O 7.91 5.90 -2.32 0.03
H 5.14 6.00 -1.08 0.09
H 5.80 7.37 -1.97 0.11
H 7.35 3.83 -2.05 0.13
H 5.68 4.04 -1.37 0.11
O 1.27 4.73 -6.17 -0.06
H 1.53 5.58 -5.81 0.03
H 1.94 4.51 -6.81 0.03
O 1.34 2.84 -1.70 -0.06
H 1.18 3.12 -2.60 0.03
H 0.56 2.33 -1.47 0.03
```

The value obtained for the HOMO-LUMO gap is 8.40 eV. The multiplicity is 1. Its net charge is 0. The calculation puts the LUMO energy at 0.25 eV. Its SMILES is CC1(C)CCCC(C)(C)N1O.CC1(C)CCCC(C)(C)N1O.CC1(C)CCCC(C)(C)N1O.CC1(C)CCCC(C)(C)N1O.CC1(C)CCCC(C)(C)N1O.NC(N)=O.O.O. As for the relative energy (zero: lowest compared OMol25 entry of this formula, charge and spin): 295.03 kJ/mol.



Entry 2:
A cluster of 14 separate species, C46H104O30 in total, computed with the ωB97M-V functional and the def2-TZVPD basis.

Geometry as XYZ:
```
180
Properties=species:S:1:pos:R:3:lowdin_charge:R:1
C 13.64 10.83 13.87 -0.16
O 13.00 11.81 14.63 -0.14
H 12.99 10.46 13.07 0.07
H 14.63 11.22 13.54 0.08
H 14.01 9.99 14.48 0.08
H 12.20 11.54 15.12 0.03
C 16.35 17.93 13.42 -0.12
O 16.24 16.95 14.49 -0.17
H 17.14 17.74 12.72 0.06
H 15.43 17.96 12.81 0.07
H 16.47 18.93 13.89 0.08
H 16.62 16.06 14.26 0.06
C 10.37 17.32 15.51 -0.11
C 8.99 16.92 15.15 -0.11
O 8.94 17.22 13.72 0.02
C 10.06 18.01 13.38 -0.52
O 10.15 18.51 12.27 0.12
O 10.85 18.16 14.43 0.07
H 11.05 16.51 15.37 0.09
H 10.58 17.84 16.42 0.13
H 8.24 17.59 15.61 0.14
H 8.81 15.85 15.38 0.13
C 13.14 15.01 22.77 -0.11
C 12.64 13.95 23.71 -0.14
O 13.50 12.82 23.60 0.06
C 14.67 13.32 23.10 -0.52
O 15.72 12.78 22.93 0.14
O 14.55 14.65 22.71 0.03
H 13.06 16.01 23.13 0.12
H 12.73 14.90 21.76 0.13
H 11.61 13.59 23.51 0.14
H 12.74 14.18 24.80 0.15
C 13.27 16.07 13.05 -0.12
C 13.78 14.66 12.85 -0.10
O 13.86 14.53 11.42 0.03
C 13.74 15.80 10.84 -0.53
O 13.82 16.02 9.65 0.12
O 13.57 16.72 11.82 0.05
H 13.79 16.69 13.80 0.12
H 12.21 16.07 13.18 0.09
H 13.12 13.95 13.32 0.11
H 14.80 14.56 13.18 0.11
C 8.94 14.06 10.52 -0.12
C 10.14 15.07 10.40 -0.04
O 10.64 15.06 11.79 0.00
C 9.78 14.28 12.59 -0.56
O 9.96 14.28 13.75 0.16
O 8.80 13.80 11.86 0.07
H 9.20 13.08 10.01 0.14
H 7.94 14.33 10.19 0.13
H 9.78 16.09 10.14 0.14
H 10.96 14.70 9.76 0.13
C 11.05 7.97 21.00 -0.10
O 12.12 8.60 20.28 -0.19
C 13.07 9.19 21.16 -0.22
C 14.14 10.03 20.51 -0.20
O 13.57 11.09 19.75 -0.17
C 14.53 12.05 19.24 -0.08
H 10.31 7.67 20.27 0.08
H 10.62 8.64 21.77 0.09
H 11.47 7.03 21.48 0.10
H 13.62 8.38 21.71 0.14
H 12.53 9.75 21.90 0.11
H 14.81 9.39 19.89 0.14
H 14.80 10.38 21.26 0.10
H 15.37 12.30 19.84 0.07
H 13.96 12.94 19.19 0.06
H 14.77 11.80 18.21 0.09
C 15.39 18.62 20.46 -0.08
O 15.25 18.62 21.87 -0.20
C 14.95 19.89 22.50 -0.20
C 14.94 19.69 24.00 -0.22
O 16.28 19.72 24.45 -0.21
C 16.60 19.16 25.76 -0.07
H 15.85 17.66 20.17 0.08
H 16.12 19.36 20.15 0.06
H 14.38 18.71 20.03 0.09
H 13.95 20.33 22.19 0.12
H 15.72 20.65 22.17 0.14
H 14.43 18.73 24.24 0.13
H 14.37 20.47 24.49 0.11
H 16.25 19.93 26.46 0.08
H 17.69 19.03 25.79 0.08
H 16.06 18.21 25.96 0.09
C 15.01 19.64 16.62 -0.07
O 15.96 19.81 17.69 -0.20
C 17.23 19.36 17.38 -0.23
C 18.20 19.17 18.56 -0.19
O 18.02 17.84 18.99 -0.24
C 18.72 17.55 20.20 -0.09
H 15.04 20.47 15.92 0.09
H 14.02 19.53 17.08 0.09
H 15.25 18.67 16.13 0.07
H 17.70 20.17 16.79 0.13
H 17.14 18.47 16.78 0.11
H 18.00 19.90 19.38 0.13
H 19.23 19.35 18.17 0.13
H 19.84 17.62 20.04 0.11
H 18.54 16.56 20.58 0.06
H 18.40 18.30 20.94 0.09
C 19.82 8.57 23.98 -0.14
O 19.26 9.81 23.74 -0.16
C 19.52 10.14 22.43 -0.25
C 18.80 11.39 22.09 -0.25
O 19.52 11.90 21.04 -0.19
C 19.25 13.18 20.53 -0.09
H 19.41 8.19 24.93 0.09
H 20.88 8.66 24.08 0.08
H 19.43 7.79 23.30 0.09
H 19.23 9.26 21.75 0.15
H 20.58 10.42 22.34 0.14
H 18.89 12.06 22.96 0.14
H 17.70 11.40 21.96 0.12
H 19.24 13.99 21.27 0.08
H 18.33 13.26 19.89 0.08
H 20.10 13.36 19.88 0.09
C 17.13 15.26 10.65 -0.09
O 17.42 15.18 12.01 -0.20
C 17.77 13.87 12.45 -0.21
C 18.45 13.95 13.77 -0.17
O 17.48 14.46 14.69 -0.23
C 17.95 14.75 16.01 -0.07
H 16.38 14.49 10.37 0.10
H 18.04 15.10 10.07 0.09
H 16.68 16.25 10.57 0.10
H 18.43 13.34 11.75 0.13
H 16.88 13.24 12.52 0.13
H 19.28 14.68 13.69 0.14
H 18.77 12.95 14.14 0.14
H 17.27 15.53 16.40 0.08
H 18.97 15.04 15.98 0.08
H 17.85 13.96 16.73 0.08
C 12.41 14.49 16.64 -0.10
O 12.11 15.50 17.53 -0.19
C 13.09 16.52 17.58 -0.21
C 14.49 16.12 17.87 -0.17
O 14.66 15.44 19.19 -0.19
C 16.07 15.07 19.29 -0.10
H 11.53 13.84 16.54 0.08
H 13.20 13.84 16.92 0.08
H 12.64 14.98 15.68 0.09
H 12.70 17.27 18.29 0.12
H 13.17 16.98 16.56 0.13
H 15.05 17.07 17.91 0.11
H 14.88 15.52 17.06 0.12
H 16.28 14.12 18.81 0.06
H 16.27 15.00 20.37 0.09
H 16.70 15.89 18.88 0.07
C 11.49 18.35 21.13 -0.08
O 10.84 17.76 22.24 -0.17
C 9.56 17.27 22.10 -0.24
C 9.51 15.85 21.59 -0.20
O 9.76 15.85 20.20 -0.18
C 9.91 14.60 19.63 -0.13
H 12.27 18.99 21.50 0.06
H 10.76 18.95 20.58 0.09
H 11.92 17.62 20.38 0.09
H 8.94 17.89 21.43 0.13
H 9.03 17.37 23.04 0.12
H 8.47 15.45 21.85 0.14
H 10.28 15.25 22.13 0.12
H 10.02 14.85 18.53 0.09
H 9.03 13.95 19.75 0.09
H 10.82 14.10 19.92 0.08
C 9.56 9.57 12.31 -0.12
O 9.51 9.72 13.72 -0.16
C 9.40 11.10 13.95 -0.26
C 9.36 11.42 15.38 -0.16
O 10.68 11.18 15.91 -0.20
C 10.93 11.58 17.23 -0.09
H 8.68 10.06 11.85 0.09
H 9.47 8.50 12.05 0.09
H 10.51 9.99 11.85 0.10
H 8.49 11.47 13.44 0.13
H 10.28 11.63 13.47 0.14
H 8.58 10.84 15.89 0.14
H 9.12 12.49 15.52 0.13
H 10.48 12.54 17.48 0.07
H 12.00 11.74 17.26 0.08
H 10.74 10.80 17.97 0.10
```

The value obtained for the HOMO-LUMO gap is 9.99 eV. The multiplicity is 1. Its net charge is 0. The calculation puts the LUMO energy at 0.53 eV. As for the relative energy (zero: lowest compared OMol25 entry of this formula, charge and spin): 709.90 kJ/mol.



Q: relative energy (zero: lowest compared OMol25 entry of this formula, charge and spin) of number 1 (C46H103N7O8)?
A: 295.03 kJ/mol



Q: Which of these has the lowest relative energy (zero: lowest compared OMol25 entry of this formula, charge and spin)?
A: C46H103N7O8



Q: Look up the multiplicity of the second one.
A: 1